Record 1
{"formula": "C32H40Cl2N5O5S", "method": "wB97M-V/def2-TZVPD", "species": ["C", "O", "C", "C", "C", "C", "C", "C", "C", "C", "Cl", "C", "Cl", "C", "C", "C", "C", "C", "N", "C", "C", "O", "C", "C", "C", "N", "C", "C", "C", "C", "C", "S", "C", "N", "N", "C", "O", "C", "O", "H", "H", "H", "H", "H", "H", "H", "H", "H", "H", "H", "H", "H", "H", "H", "H", "H", "H", "H", "H", "H", "H", "H", "H", "H", "H", "H", "H", "C", "C", "C", "O", "C", "N", "H", "H", "H", "H", "H", "H", "H", "H", "H", "H", "H", "H"], "positions_angstrom": [[1.2190, 2.9710, 5.5696], [0.5033, 2.4519, 4.4696], [0.6351, 1.0399, 4.3103], [1.6952, 0.7612, 3.2544], [1.7086, -0.6646, 2.7045], [0.3556, -1.1378, 2.0867], [0.4342, -1.4089, 0.6054], [0.1428, -0.4578, -0.3510], [0.1886, -0.7459, -1.7038], [0.5780, -2.0005, -2.1235], [0.7249, -2.4866, -3.7840], [0.8606, -2.9486, -1.1612], [1.3531, -4.5300, -1.6766], [0.7906, -2.6823, 0.1858], [1.0986, -3.7983, 1.1254], [0.2532, -4.8996, 1.2162], [0.6646, -5.8789, 2.0917], [1.8143, -5.7017, 2.8211], [2.6521, -4.6694, 2.7715], [2.2396, -3.7608, 1.8864], [-0.1992, 0.3006, -2.7060], [-0.5133, 0.0113, -3.8553], [-0.2599, 1.7350, -2.2996], [-0.3371, 2.7072, -3.4341], [-1.7009, 2.6631, -4.1319], [-1.9012, 2.3541, -5.3374], [-0.2522, 2.0288, -0.9988], [-0.2607, 3.4478, -0.4903], [1.0552, 4.2167, -0.7559], [2.3270, 3.3634, -0.5812], [3.4671, 3.9801, -1.4084], [5.0463, 3.0739, -1.1899], [4.9263, 2.2976, 0.3702], [5.1434, 1.0621, 0.5745], [4.9991, 0.8623, 1.9342], [4.6813, 1.9741, 2.4414], [4.6209, 2.9570, 1.5105], [-0.2402, 0.9403, 0.0443], [-0.5771, 1.2598, 1.1743], [1.9200, 2.2612, 6.0183], [0.5562, 3.3352, 6.3606], [1.8083, 3.8375, 5.2527], [0.8489, 0.5697, 5.2745], [-0.3550, 0.6882, 4.0098], [1.6366, 1.5234, 2.4759], [2.6654, 0.9095, 3.7411], [1.9643, -1.3468, 3.5173], [2.4853, -0.7817, 1.9469], [-0.4766, -0.5008, 2.3508], [0.1316, -2.1039, 2.5455], [-0.6375, -4.9573, 0.6074], [0.0898, -6.7860, 2.2112], [2.0826, -6.4884, 3.5216], [2.8895, -2.8989, 1.7598], [0.4313, 2.4627, -4.1724], [-0.1721, 3.7426, -3.1447], [-2.5363, 2.9717, -3.4946], [-1.0158, 2.1129, -5.7855], [-1.0586, 3.9724, -1.0250], [-0.5085, 3.5389, 0.5634], [1.0850, 4.7304, -1.7187], [1.1075, 5.0127, -0.0108], [2.2259, 2.3386, -0.9418], [2.5975, 3.3971, 0.4718], [3.5782, 5.0499, -1.2438], [3.2160, 3.8055, -2.4556], [4.4947, 2.2194, 3.4705], [-3.4100, -2.5118, -1.0588], [-3.7780, -1.1745, -1.6846], [-5.2824, -0.9445, -1.8343], [-5.7888, -1.7122, -2.9082], [-6.3840, -2.9653, -2.5486], [-3.2046, -1.1298, -3.0703], [-3.6156, -3.3487, -1.7280], [-2.3430, -2.5403, -0.8190], [-3.9632, -2.6659, -0.1344], [-3.3197, -0.3646, -1.1154], [-5.4502, 0.1028, -2.1039], [-5.8150, -1.1267, -0.9004], [-6.7840, -2.9496, -1.5345], [-5.6559, -3.7726, -2.6472], [-7.1971, -3.1563, -3.2450], [-2.2527, -1.4858, -3.1138], [-3.2184, -0.1847, -3.4636], [-3.8094, -1.6966, -3.6802]], "lowdin_charge": [-0.12, -0.18, -0.22, -0.18, -0.15, -0.11, -0.08, -0.03, -0.11, -0.58, 0.76, -0.57, 0.78, -0.14, -0.24, -0.04, -0.05, -0.14, 0.11, -0.10, -0.28, 0.02, -0.11, -0.10, -0.24, 0.11, -0.09, -0.11, -0.17, -0.24, -0.45, 0.99, -0.73, 0.06, 0.07, -0.20, 0.03, -0.22, 0.12, 0.09, 0.09, 0.08, 0.13, 0.11, 0.11, 0.09, 0.12, 0.10, 0.09, 0.12, 0.12, 0.11, 0.11, 0.12, 0.13, 0.11, 0.11, 0.06, 0.12, 0.12, 0.10, 0.12, 0.11, 0.10, 0.09, 0.07, 0.14, -0.01, -0.30, -0.17, -0.19, -0.06, 0.24, 0.09, 0.08, 0.10, 0.15, 0.14, 0.14, 0.10, 0.08, 0.10, 0.13, 0.17, 0.17], "spin_multiplicity": 1, "e_lumo_ev": -4.123, "molar_mass_g_mol": 677.7, "total_charge": 1}

---

Record 2
{"formula": "C7H13O2", "method": "wB97M-V/def2-TZVPD", "species": ["C", "C", "C", "C", "C", "C", "C", "O", "O", "H", "H", "H", "H", "H", "H", "H", "H", "H", "H", "H", "H", "H"], "positions_angstrom": [[1.7456, -0.1780, 0.2291], [-0.1243, 1.0106, -0.3025], [-0.6175, -0.5534, -0.3038], [2.9708, -0.5017, 0.7441], [-0.7836, 1.9226, 0.6412], [-1.8272, -0.7627, 0.6230], [-0.9311, -0.9636, -1.8153], [1.3112, 0.9285, -0.1694], [0.4404, -1.2790, 0.1830], [-0.3487, 1.3563, -1.3353], [3.8819, -0.6291, 0.0403], [2.9053, -1.4551, 1.3524], [3.3568, 0.4547, 1.3364], [-1.8152, 1.6877, 0.6014], [-0.5246, 2.9754, 0.4089], [-0.2736, 1.7053, 1.6090], [-2.1464, -1.7959, 0.4002], [-2.6059, -0.0860, 0.3210], [-1.4230, -0.6555, 1.7085], [-0.1080, -1.1063, -2.4075], [-1.6285, -0.1674, -2.2148], [-1.4544, -1.9075, -1.6500]], "lowdin_charge": [-0.25, -0.24, -0.46, -0.04, 0.00, 0.03, 0.10, 0.10, 0.20, 0.16, 0.13, 0.13, 0.16, 0.07, 0.12, 0.13, 0.11, 0.09, 0.15, 0.07, 0.14, 0.10], "relative_energy_ev": 1.073, "spin_multiplicity": 3, "e_lumo_ev": [-3.173, -8.631], "molar_mass_g_mol": 129.2, "total_charge": 1, "s2": 2.0086}

---

Record 3
{"formula": "C55H88N3O9P2SSeSr", "method": "wB97M-V/def2-TZVPD", "species": ["Sr", "C", "C", "C", "C", "C", "C", "C", "Se", "C", "C", "C", "C", "C", "C", "O", "C", "C", "C", "C", "C", "C", "C", "C", "C", "O", "C", "C", "C", "C", "C", "C", "H", "H", "H", "H", "H", "H", "H", "H", "H", "H", "H", "H", "H", "H", "H", "H", "H", "H", "H", "H", "H", "H", "H", "H", "H", "H", "H", "H", "H", "H", "H", "H", "H", "H", "H", "H", "H", "H", "H", "H", "C", "C", "C", "O", "P", "O", "C", "P", "O", "O", "C", "C", "C", "O", "C", "C", "C", "O", "C", "C", "C", "H", "H", "H", "H", "H", "H", "H", "H", "H", "H", "H", "H", "H", "H", "H", "H", "H", "H", "H", "H", "H", "H", "H", "H", "H", "H", "H", "H", "H", "H", "S", "C", "C", "C", "C", "C", "C", "C", "C", "C", "N", "H", "H", "H", "H", "H", "H", "C", "N", "C", "C", "O", "N", "C", "C", "H", "H", "H", "H", "H", "H", "H", "H", "H", "H", "H", "H"], "positions_angstrom": [[0.5802, -0.2464, 0.0594], [-0.6992, 6.0357, -4.6079], [-0.8002, 6.3497, -3.1099], [-2.2768, 6.5606, -2.7470], [-0.0579, 7.6590, -2.8444], [-0.2319, 5.1872, -2.3009], [-0.8153, 3.9292, -2.3948], [-0.3356, 2.8561, -1.6738], [-1.1364, 1.1352, -1.9811], [-0.0752, 0.5505, -3.4729], [-0.4990, 0.8646, -4.7450], [0.2470, 0.5085, -5.8666], [1.4191, -0.1944, -5.6217], [1.8886, -0.5432, -4.3579], [1.1353, -0.1652, -3.2110], [1.4903, -0.4181, -2.0026], [3.2144, -1.3188, -4.3066], [4.3255, -0.4483, -4.9087], [3.6751, -1.7400, -2.9096], [3.0786, -2.6071, -5.1332], [-0.2421, 0.8918, -7.2602], [-1.6011, 0.2350, -7.5313], [-0.4009, 2.4146, -7.3514], [0.7264, 0.4523, -8.3581], [0.7504, 2.9723, -0.7627], [1.1033, 1.9755, -0.0191], [1.4247, 4.2261, -0.7585], [0.8970, 5.2848, -1.4920], [2.7742, 4.3524, -0.0482], [3.7430, 3.3434, -0.6799], [2.6633, 4.0550, 1.4487], [3.3927, 5.7456, -0.1975], [-1.1176, 6.8497, -5.2051], [-1.2388, 5.1222, -4.8564], [0.3406, 5.8895, -4.9002], [-2.6971, 7.3969, -3.3115], [-2.3840, 6.7709, -1.6823], [-2.8691, 5.6732, -2.9702], [-0.5196, 8.4673, -3.4168], [0.9895, 7.5985, -3.1426], [-0.0903, 7.9330, -1.7890], [-1.6561, 3.7607, -3.0611], [-1.4286, 1.4149, -4.8558], [2.0226, -0.4913, -6.4686], [4.4546, 0.4603, -4.3206], [4.1003, -0.1517, -5.9331], [5.2738, -0.9917, -4.9134], [3.8270, -0.8876, -2.2530], [4.6206, -2.2817, -3.0178], [2.9539, -2.3928, -2.4250], [2.8566, -2.4069, -6.1811], [2.2754, -3.2272, -4.7352], [4.0088, -3.1793, -5.0902], [-2.3403, 0.5417, -6.7924], [-1.5183, -0.8509, -7.4829], [-1.9749, 0.5121, -8.5203], [-1.1094, 2.7868, -6.6126], [-0.7614, 2.7064, -8.3409], [0.5518, 2.9114, -7.1690], [0.8541, -0.6303, -8.3725], [1.7091, 0.9067, -8.2307], [0.3387, 0.7574, -9.3328], [1.4071, 6.2331, -1.4505], [3.3541, 2.3293, -0.5939], [4.7156, 3.3951, -0.1838], [3.8869, 3.5659, -1.7386], [2.3664, 3.0245, 1.6056], [1.9273, 4.7090, 1.9228], [3.6316, 4.2212, 1.9302], [3.5689, 6.0053, -1.2416], [4.3565, 5.7607, 0.3157], [2.7684, 6.5232, 0.2466], [-5.3373, -1.1658, 4.2828], [-4.0028, -0.9362, 4.9626], [-4.1041, 0.0183, 6.1335], [-3.0259, -0.3547, 4.0757], [-2.4800, -1.0000, 2.7243], [-1.0755, -0.6369, 2.4865], [-3.5625, -0.4367, 1.4047], [-3.6837, 1.3418, 1.1704], [-2.3859, 1.9545, 0.8672], [-4.8225, 1.5709, 0.0970], [-4.5506, 1.9572, -1.2794], [-5.4054, 3.1715, -1.5605], [-4.8567, 0.7742, -2.1652], [-4.4284, 1.8357, 2.4853], [-5.0280, 3.1528, 2.5312], [-5.7282, 3.2550, 3.8687], [-3.9847, 4.2335, 2.3338], [-2.8308, -2.5243, 2.8587], [-1.9116, -3.5695, 3.2880], [-0.9436, -3.8760, 2.1740], [-1.2429, -3.1864, 4.5886], [-6.0763, -1.4506, 5.0339], [-5.2818, -1.9671, 3.5486], [-5.6771, -0.2533, 3.7949], [-3.5951, -1.8971, 5.2989], [-4.4778, 0.9832, 5.7980], [-3.1286, 0.1677, 6.5916], [-4.7865, -0.3767, 6.8864], [-4.5550, -0.8750, 1.5103], [-3.1033, -0.8222, 0.4867], [-3.4908, 2.2195, -1.3418], [-6.4649, 2.9336, -1.4537], [-5.2288, 3.5129, -2.5794], [-5.1599, 3.9878, -0.8825], [-5.8858, 0.4462, -2.0118], [-4.1801, -0.0554, -1.9652], [-4.7270, 1.0522, -3.2098], [-5.7660, 3.1949, 1.7231], [-5.0041, 3.2121, 4.6818], [-6.4494, 2.4493, 3.9988], [-6.2577, 4.2063, 3.9339], [-3.2978, 4.2586, 3.1792], [-4.4832, 5.2009, 2.2600], [-3.3905, 4.0804, 1.4353], [-2.5904, -4.4119, 3.4508], [-0.2875, -3.0300, 1.9781], [-1.4628, -4.1131, 1.2462], [-0.3327, -4.7342, 2.4577], [-0.6521, -2.2780, 4.4786], [-0.5598, -3.9865, 4.8747], [-1.9628, -3.0513, 5.3979], [-0.5754, -5.0021, -1.2843], [-2.0638, -4.2099, -1.5204], [-1.9847, -2.8937, -1.1633], [-0.7183, -2.4395, -0.6544], [0.1373, -3.5189, -0.6853], [1.5546, -3.5596, -0.2914], [2.3639, -4.6775, -0.5353], [3.6954, -4.6481, -0.1862], [4.2228, -3.5062, 0.4037], [3.3579, -2.4501, 0.6243], [2.0710, -2.4719, 0.3031], [-2.9081, -4.7448, -1.9242], [-2.8453, -2.2441, -1.2859], [1.9463, -5.5524, -1.0172], [4.3241, -5.5081, -0.3845], [5.2662, -3.4295, 0.6752], [3.7002, -1.5373, 1.0957], [0.2004, 1.9786, 3.2398], [0.6848, 0.9680, 4.1603], [-0.1112, 0.8112, 5.3577], [1.4962, -0.0113, 3.6861], [1.8656, -0.0693, 2.5215], [1.8916, -0.9816, 4.6053], [2.5184, -2.1488, 4.0233], [2.4832, -0.5542, 5.8588], [0.3676, 2.9756, 3.6536], [-0.8680, 1.8307, 3.0615], [0.7075, 1.8969, 2.2842], [-1.1565, 0.9973, 5.1032], [0.1852, 1.5115, 6.1474], [-0.0363, -0.2045, 5.7404], [2.0034, -2.4295, 3.1079], [2.4546, -2.9700, 4.7392], [3.5722, -1.9730, 3.7809], [2.2604, 0.4916, 6.0480], [3.5740, -0.6642, 5.8192], [2.1111, -1.1452, 6.7018]], "lowdin_charge": [1.32, -0.05, -0.56, -0.06, -0.08, -0.19, -0.09, -0.37, 1.11, -0.37, -0.09, -0.19, 0.00, -0.09, -0.38, -0.33, -0.53, -0.05, -0.07, -0.05, -0.56, -0.06, -0.06, -0.07, -0.39, -0.33, -0.09, 0.01, -0.53, -0.04, -0.05, -0.08, 0.08, 0.07, 0.09, 0.08, 0.09, 0.07, 0.08, 0.08, 0.08, 0.09, 0.09, 0.08, 0.09, 0.07, 0.08, 0.08, 0.08, 0.07, 0.07, 0.09, 0.08, 0.07, 0.09, 0.08, 0.07, 0.08, 0.09, 0.08, 0.08, 0.08, 0.08, 0.08, 0.08, 0.09, 0.05, 0.09, 0.08, 0.08, 0.08, 0.08, -0.04, -0.43, -0.03, -0.19, 0.48, -0.24, -0.19, 0.46, -0.25, -0.18, -0.45, -0.04, -0.05, -0.19, -0.44, -0.05, -0.04, -0.17, -0.39, -0.04, -0.04, 0.09, 0.07, 0.08, 0.12, 0.07, 0.08, 0.08, 0.08, 0.07, 0.07, 0.08, 0.08, 0.08, 0.09, 0.06, 0.09, 0.13, 0.08, 0.08, 0.08, 0.09, 0.09, 0.07, 0.14, 0.07, 0.06, 0.10, 0.06, 0.09, 0.07, 0.96, -0.46, -0.26, -0.23, -0.57, -0.31, -0.05, -0.08, -0.08, -0.16, 0.05, 0.05, 0.06, 0.07, 0.10, 0.10, 0.11, -0.03, -0.12, -0.06, -0.52, -0.01, -0.15, -0.06, -0.07, 0.10, 0.07, 0.05, 0.07, 0.09, 0.08, 0.07, 0.09, 0.09, 0.08, 0.09, 0.09], "relative_energy_ev": 0.338, "spin_multiplicity": 1, "e_lumo_ev": 1.993, "molar_mass_g_mol": 1195.9, "total_charge": -1}